# 1
Molecular formula: C33H42AsN7OsPS4
Method: DFT, ωB97M-V/def2-TZVPD

Geometry as XYZ:
```
89
Properties=species:S:1:pos:R:3
C -3.023 -3.043 0.507
H 2.999 0.599 -1.538
H -2.114 -2.761 -1.425
C -1.814 -1.786 2.346
C 2.794 -3.987 -2.314
H -3.486 -3.174 2.612
H 3.628 -2.891 -0.643
C -0.401 3.903 2.629
C -0.421 4.859 4.873
C 1.845 -1.114 4.120
H -1.033 5.258 -0.308
C -0.466 0.067 -4.812
H 3.682 -2.149 3.683
N 0.704 0.450 -0.395
C 2.002 -0.062 1.584
H -2.796 -0.500 -1.844
H -1.853 1.628 -5.361
H -3.751 0.411 -3.889
H -0.013 1.459 -3.220
C 0.197 2.689 3.113
C -0.714 4.967 3.496
H -0.437 -1.018 -4.964
H 0.787 -3.730 -0.116
C -1.745 -0.809 1.181
H -3.790 -2.285 0.331
C -2.687 0.558 -3.696
H -1.760 7.134 1.092
H -0.383 -2.858 -2.976
H -2.728 -0.388 0.960
H 1.073 0.089 -3.283
C 1.362 -4.109 -2.810
H 0.214 0.509 -5.543
H 3.341 -4.920 -2.463
H 1.109 -2.123 -3.546
H -2.596 1.508 -3.169
C 2.809 -3.577 -0.834
C -1.894 0.595 -5.010
C 0.961 -0.117 3.720
H -0.796 -2.036 2.652
N 0.895 -2.096 -1.448
N -0.572 4.022 1.272
C 1.487 -2.936 -0.401
C 3.029 -0.924 2.035
H 1.707 -1.583 5.087
C 1.109 0.543 2.490
C 0.554 2.680 4.459
C 4.145 -1.137 1.171
N -0.795 -0.338 -2.422
S -1.412 6.166 -2.946
S -2.925 3.690 -1.266
N 0.439 1.725 2.153
S -2.351 1.907 -0.389
Os -0.042 2.303 0.196
C -1.256 6.143 2.926
C 0.231 3.743 5.316
H 4.981 -1.724 1.528
N -1.188 -1.482 0.000
H 0.159 0.181 4.380
H -1.102 0.029 1.434
P -0.094 -0.819 -1.035
H -0.673 5.676 5.538
As -1.283 4.055 -2.872
H 0.812 -4.838 -2.207
H 1.645 -2.332 0.491
C 2.923 -1.461 3.331
C 3.078 0.130 -0.568
H -2.278 -1.270 3.189
H 1.326 -4.464 -3.842
H 0.519 3.664 6.358
C -2.208 -0.539 -2.761
H 1.111 1.856 4.872
H -1.985 -3.945 2.145
C 0.029 0.385 -3.410
H -3.454 -4.003 0.215
H -1.524 6.966 3.580
C -1.006 5.160 0.765
H -2.396 0.011 -5.785
C -1.815 -2.765 -0.375
H 2.970 -4.451 -0.197
H 3.300 -3.225 -2.913
C 4.188 -0.502 -0.078
S 0.650 3.571 -1.584
C -2.606 -3.061 1.975
C 0.683 -2.748 -2.757
H -2.355 -1.522 -3.236
N 1.948 0.186 0.208
C -1.387 6.242 1.576
H -1.098 -3.582 -0.247
H 5.080 -0.533 -0.689
```

- Relative energy (zero: lowest compared OMol25 entry of this formula, charge and spin): 0.0 kcal per mole
- ⟨S²⟩: 6.05
- Spin multiplicity: 5
- Net charge: -1
- HOMO energy (spin up / spin down): -2.91 / -3.56 eV

Atom charges from the Mulliken analysis, given in e for atoms 1 to 4:
1 C -1.161
2 H 0.417
3 H 0.249
4 C -0.702

# 2
Molecular formula: C33H42Cl3Ge2MgN4O
Method: DFT, ωB97M-V/def2-TZVPD

Geometry as XYZ:
```
86
Properties=species:S:1:pos:R:3
C -7.713 1.505 -0.032
H -1.085 -2.783 -3.066
H 1.360 2.187 1.786
O -0.778 0.795 0.926
H -0.123 3.074 2.173
H 11.596 -2.662 0.135
C -3.701 0.012 0.121
H -0.948 -3.641 2.047
H 0.739 -0.285 3.735
H -1.171 0.937 2.947
H -2.190 -1.555 2.969
H -1.495 -4.543 -1.330
C -0.299 0.918 2.291
H -8.721 1.896 -0.060
C 8.576 -0.389 -0.424
Cl -2.526 0.578 -4.950
H 2.422 1.394 -0.932
H -2.640 -3.065 3.760
C 10.911 -0.685 -0.362
N 7.024 -2.004 -0.002
C -2.179 -3.697 -1.426
C 4.187 -1.839 0.010
H -2.276 3.411 2.090
C -7.362 0.550 0.912
C -6.768 1.949 -0.947
C 6.430 -0.878 -0.286
H -8.099 0.195 1.622
C -2.650 -2.535 2.806
C -1.941 -3.330 1.710
H -2.160 4.645 -1.829
H -3.679 3.989 -1.233
H -3.183 -4.082 -1.225
C 4.975 -0.735 -0.317
C -6.068 0.052 0.956
H 9.318 -3.616 0.391
C 2.948 0.485 -0.664
C -2.104 -3.109 -2.835
H -4.316 -1.899 -0.236
H -7.042 2.679 -1.698
N -0.128 0.210 -2.384
C 9.469 -2.578 0.127
Ge -1.754 -2.363 -0.029
Ge -2.482 1.500 0.491
H -2.494 -4.251 1.508
H 1.513 -0.261 2.157
H -2.457 4.545 -0.100
H 4.662 -2.771 0.278
Cl 0.076 1.668 -5.661
Mg 0.060 -0.540 -0.334
C -1.972 2.633 -1.034
C -0.783 0.320 -4.912
C 9.847 0.164 -0.571
H 7.090 1.093 -0.773
N 2.192 -0.573 -0.346
C -3.426 -1.285 -0.051
H 0.034 -1.225 2.422
H 2.179 -2.555 0.233
H -4.588 3.952 2.691
H -2.977 2.046 2.932
C -3.026 2.622 2.007
H 4.872 1.343 -0.931
H -5.789 -0.686 1.699
C 0.545 -0.290 2.662
C 2.818 -1.716 -0.018
H -5.208 2.511 1.892
C -5.474 1.452 -0.902
H -2.396 -3.830 -3.602
H -4.524 3.813 0.938
H 0.826 2.333 3.467
H -0.885 2.730 -0.944
H 9.995 1.203 -0.836
H -2.169 2.108 -1.970
N 7.310 0.139 -0.553
C -4.417 3.257 1.868
C 10.726 -2.038 -0.018
Cl -0.347 -1.210 -5.664
C 4.327 0.449 -0.661
C 0.483 2.209 2.439
H -2.761 -2.240 -2.935
H -3.691 -2.348 2.541
H 11.918 -0.304 -0.464
C -2.606 4.027 -1.048
C -5.109 0.504 0.053
C -0.383 0.261 -3.497
C 8.374 -1.733 -0.080
H -4.736 1.787 -1.623
```

- Relative energy (zero: lowest compared OMol25 entry of this formula, charge and spin): 5.1 kcal per mole
- Net charge: +1
- HOMO energy: -9.94 eV

Atom charges from the Mulliken analysis, given in e for atoms 1 to 4:
1 C -0.547
2 H 0.076
3 H 0.208
4 O -0.822

# 3
Molecular formula: C33H42Cl3N2O9S6SiSn
Method: DFT, ωB97M-V/def2-TZVPD

Geometry as XYZ:
```
97
Properties=species:S:1:pos:R:3
Cl 2.486 1.247 -2.642
H -1.664 0.231 -4.789
H -4.993 -1.761 0.445
C 1.535 -2.509 3.095
C -4.055 -0.167 -3.715
C 2.017 -1.340 -0.777
H -0.034 5.780 -4.665
C 3.123 -1.160 0.241
N 4.311 1.079 3.040
Cl 2.434 5.406 -6.066
H 1.384 -3.370 2.443
C 4.939 -1.145 2.362
C -2.835 0.376 -2.934
H 3.276 3.060 -4.657
H 3.826 -3.122 -0.157
H 1.929 -3.863 4.746
C 0.449 3.004 -2.712
C 1.630 2.619 4.319
H 1.969 2.621 3.285
H -3.777 -0.926 -4.444
C -1.386 -2.548 -2.778
H 0.255 -1.447 -3.722
H -0.090 -0.631 4.968
H -4.959 -0.588 -0.865
C -0.070 7.108 3.818
C 1.497 -2.876 4.574
H -4.121 1.281 -1.392
O 4.659 0.793 4.178
H -2.473 1.959 -1.459
H -3.288 -0.477 1.721
C -2.994 -1.356 -0.211
O -0.136 2.296 -1.791
C -0.223 4.491 3.764
C -2.786 -0.204 0.788
H 2.135 3.401 4.881
C 1.701 2.664 -3.264
Si -2.165 -1.063 -1.897
S 0.182 -1.332 2.751
H -4.472 0.677 -4.271
C -1.832 0.922 -3.966
O 2.684 1.138 0.663
O 6.463 -3.354 2.703
O 5.561 -4.356 1.023
H 5.608 -1.150 3.209
H -3.014 -2.720 1.434
O 4.081 2.206 2.660
H -1.166 -1.653 -4.775
H -1.049 -3.983 -1.148
C -2.605 -3.385 -3.239
C -3.291 1.545 -2.047
H -0.090 -2.851 6.081
H -1.440 -2.638 0.637
Cl -1.659 4.703 -2.648
C -4.505 -1.506 -0.500
C -0.495 -3.453 -1.917
H 0.331 -2.908 -1.475
H -2.254 1.840 -4.383
C 2.318 3.379 -4.273
H -3.197 -3.757 -2.401
O 0.781 0.037 2.675
H -3.196 0.746 0.457
H -0.881 1.177 -3.510
H -0.520 -3.650 4.571
C 4.173 -0.028 2.094
O 2.232 -1.977 -1.800
H -2.777 -3.536 -0.108
O 0.867 -0.867 -0.411
H 1.855 1.649 4.758
H -1.734 -0.048 1.014
H -0.106 -3.015 -4.428
S 0.048 8.696 4.264
C -0.490 -1.496 4.436
C -0.133 4.163 -3.272
C -0.344 4.844 2.462
C -2.513 -2.646 0.464
H -3.269 -2.858 -3.922
Sn 0.593 1.396 0.207
C 3.282 0.058 0.986
H -2.213 -4.256 -3.771
H 2.082 -2.155 5.148
S -0.027 5.791 4.919
S -0.166 2.857 4.390
C 0.032 -2.808 4.998
N 5.684 -3.395 1.766
S -0.625 3.876 1.054
C 0.458 4.899 -4.282
H -1.574 -1.417 4.391
C 4.844 -2.235 1.521
H 2.439 -1.997 2.783
H -4.726 -2.308 -1.208
C 1.683 4.498 -4.780
H -0.063 -4.205 -2.584
S -0.254 6.575 2.188
H -3.637 2.343 -2.707
H -4.847 -0.566 -3.081
C -0.559 -2.118 -3.999
C 3.933 -2.247 0.467
```

- Relative energy (zero: lowest compared OMol25 entry of this formula, charge and spin): 79.7 kcal per mole
- Net charge: -1
- HOMO energy: -4.51 eV

Atom charges from the Mulliken analysis, given in e for atoms 1 to 4:
1 Cl -0.201
2 H 0.344
3 H 0.532
4 C 0.349

Total energy? In order: -5926.6875 -7311.3203 -6342.7793 Eh.